No. 1
# C5H7NO

An isolated molecule of C5H7NO (ωB97M-V with the def2-TZVPD basis set, OMol25).

```
14
Properties=species:S:1:pos:R:3:nbo_charge:R:1
C -1.3075 -1.2136 0.2041 -0.59
C -0.4745 0.0729 0.2655 -0.34
C -1.2119 1.1947 -0.3371 0.29
N -1.7952 2.0605 -0.8356 -0.32
C 0.8960 -0.0702 -0.4131 -0.50
C 1.9418 0.8494 0.1821 0.45
O 1.7696 1.5009 1.1836 -0.51
H -2.2864 -1.0704 0.6698 0.23
H -0.7873 -2.0150 0.7394 0.21
H -1.4678 -1.5357 -0.8297 0.21
H -0.2929 0.3453 1.3121 0.27
H 1.2663 -1.0994 -0.2967 0.24
H 0.8348 0.1057 -1.4948 0.24
H 2.9150 0.8748 -0.3497 0.12
```

HOMO level: -10.4 eV
Energy above the lowest of the compared OMol25 structures with the same formula, charge and spin: 17.41 kcal/mol
Gap between HOMO and LUMO: 11.19 eV
SMILES: C[C@H](C#N)CC=O


No. 2
# C2H7O4P2

A cluster of 2 separate species, C2H7O4P2 in total (ωB97M-V with the def2-TZVPD basis set, OMol25).

```
15
Properties=species:S:1:pos:R:3:nbo_charge:R:1
C 0.2091 -0.1367 1.9919 -0.63
C 1.6866 0.0562 1.8463 -0.61
O 1.0464 -1.0036 -1.8477 -1.10
O -1.4135 -1.6146 -2.1518 -1.03
O -2.7889 1.1429 -2.4589 -1.13
O -0.9023 2.6865 -2.6626 -1.11
P -1.3426 1.2864 -2.7773 1.55
P -0.3005 -0.5065 -1.6304 1.34
H 0.0607 -0.9449 2.6577 0.19
H -0.1895 0.7463 2.4136 0.20
H -0.2331 -0.3646 1.0000 0.22
H 2.0266 -0.0372 0.8136 0.23
H 2.2799 -0.8176 2.3606 0.17
H 2.1597 0.9091 2.2938 0.19
H -2.2986 -1.4015 -1.8490 0.50
```

HOMO level: -4.1 eV
Energy above the lowest of the compared OMol25 structures with the same formula, charge and spin: 0.00 kcal/mol
Net charge: -1
Gap between HOMO and LUMO: 7.58 eV


No. 3
# C9H11NO3

An isolated molecule of C9H11NO3 (ωB97M-V with the def2-TZVPD basis set, OMol25).

```
24
Properties=species:S:1:pos:R:3:nbo_charge:R:1
N -2.2251 1.4381 1.1250 -0.81
C -2.2970 0.7422 -0.1628 -0.15
C -1.0592 1.1139 -1.0476 -0.41
C 0.2610 0.6147 -0.5802 -0.08
C 1.2943 1.5018 -0.1983 -0.17
C 2.5788 1.1130 0.2690 -0.30
C 2.8564 -0.2623 0.1408 0.33
O 4.0812 -0.7877 0.2640 -0.68
C 1.7686 -1.1720 -0.0931 -0.27
C 0.5312 -0.7707 -0.4336 -0.17
C -2.3811 -0.7901 -0.0167 0.79
O -2.6542 -1.6256 -0.8327 -0.59
O -1.9302 -1.1390 1.2135 -0.68
H -3.0358 1.0530 1.6315 0.36
H -2.3992 2.4418 0.9674 0.36
H -3.1760 1.0674 -0.7117 0.20
H -0.9743 2.2597 -1.1850 0.22
H -1.3760 0.7632 -2.0535 0.23
H 1.0753 2.5778 -0.1906 0.21
H 3.3515 1.7918 0.5078 0.21
H 4.8378 -0.2510 0.1390 0.49
H 1.9798 -2.2386 -0.0632 0.22
H -0.1971 -1.5245 -0.4726 0.21
H -1.8022 -2.1315 1.1327 0.49
```

HOMO level: -8.2 eV
Energy above the lowest of the compared OMol25 structures with the same formula, charge and spin: 27.13 kcal/mol
Gap between HOMO and LUMO: 8.95 eV
SMILES: N[C@@H](Cc1ccc(O)cc1)C(=O)O


No. 4
# C5H8N3O2

A structure of composition C5H8N3O2 (ωB97M-V with the def2-TZVPD basis set, OMol25).

```
18
Properties=species:S:1:pos:R:3:nbo_charge:R:1
C 1.0265 0.3379 -1.0357 -0.31
C 1.1181 -0.8151 -1.6588 0.04
C -0.1649 -1.8374 -0.0932 0.39
C -1.7127 1.4961 1.1545 0.53
C 0.5316 0.4006 0.3033 0.55
N 0.5660 -1.9761 -1.2368 -0.55
N -0.2639 -0.7451 0.6051 -0.56
N -0.6457 1.5772 0.3359 -0.64
O -1.9518 0.5267 1.9349 -0.61
O 1.4574 0.7397 1.1646 -0.65
H 1.7602 1.0816 -1.3613 0.26
H 1.8063 -0.7899 -2.4933 0.25
H -0.9536 -2.5797 0.1652 0.24
H -2.5582 2.1717 0.8909 0.19
H 0.5853 -2.6705 -1.9616 0.46
H -1.1598 -0.2800 1.3824 0.47
H -0.5578 2.4704 -0.1439 0.43
H 1.1169 0.8919 2.0479 0.50
```

HOMO level: -14.0 eV
Energy above the lowest of the compared OMol25 structures with the same formula, charge and spin: 23.72 kcal/mol
Net charge: +1
Gap between HOMO and LUMO: 10.22 eV


No. 5
# C4H10N2

An isolated molecule of C4H10N2 (ωB97M-V with the def2-TZVPD basis set, OMol25).

```
16
Properties=species:S:1:pos:R:3:nbo_charge:R:1
C 0.6918 -0.9075 1.6026 -0.54
C -0.2643 -0.3738 0.8390 0.20
N -1.4399 -1.0272 0.5512 -0.84
C -0.1341 1.0079 0.2768 -0.46
C 0.0991 1.0308 -1.2600 -0.21
N 0.8876 -0.0620 -1.8290 -0.82
H 0.5945 -1.9250 1.9834 0.19
H 1.5646 -0.3288 1.8538 0.20
H -2.0641 -0.6624 -0.1476 0.39
H -1.7264 -1.8555 1.0392 0.39
H -1.0212 1.6064 0.4727 0.21
H 0.7436 1.4276 0.7557 0.21
H -0.8685 1.0486 -1.7632 0.17
H 0.6051 1.9708 -1.4806 0.19
H 1.8184 -0.0106 -1.4231 0.35
H 0.5140 -0.9393 -1.4710 0.35
```

HOMO level: -8.1 eV
Energy above the lowest of the compared OMol25 structures with the same formula, charge and spin: 17.83 kcal/mol
Gap between HOMO and LUMO: 9.14 eV
SMILES: C=C(N)CCN


No. 6
# C47H94Br8O19

A cluster of 14 separate species, C47H94Br8O19 in total (ωB97M-V with the def2-TZVPD basis set, OMol25).

```
168
Properties=species:S:1:pos:R:3:lowdin_charge:R:1
C -2.7071 -0.8213 1.3274 -0.03
C -3.6650 -0.2308 0.4110 -0.55
O -3.9083 -0.7382 -0.6217 0.09
C -4.4279 0.9208 0.9850 0.01
H -3.1466 -0.9449 2.3172 0.09
H -1.7798 -0.2499 1.3686 0.07
H -2.4159 -1.8116 0.9773 0.07
H -3.8957 1.8598 0.8329 0.08
H -4.7200 0.8144 2.0298 0.09
H -5.3288 0.8587 0.3747 0.09
O 1.9147 -3.9932 -3.5466 0.08
C 2.7119 -3.9574 -2.6440 -0.54
O 3.7585 -4.7298 -2.4465 0.00
C 4.0266 -5.7223 -3.4291 -0.20
C 3.1323 -6.9839 -3.3523 -0.05
C 2.6070 -2.8887 -1.4977 0.04
H 5.0874 -5.9236 -3.2801 0.12
H 4.0642 -5.2615 -4.4162 0.12
H 2.0766 -6.8097 -3.5602 0.06
H 3.0792 -7.4413 -2.3644 0.07
H 3.5964 -7.6572 -4.0730 0.08
H 2.9116 -1.9050 -1.8548 0.05
H 3.1124 -3.1962 -0.5821 0.08
H 1.5571 -2.7684 -1.2307 0.07
O 3.1244 1.1255 4.9584 0.08
C 3.9004 0.4641 4.2656 -0.49
O 4.8288 -0.3745 4.6871 0.04
C 4.9104 -0.6845 6.0254 -0.25
C 3.9256 -1.7664 6.4955 -0.06
C 3.6563 0.4561 2.7798 0.01
H 4.8244 0.1588 6.7108 0.12
H 5.8532 -1.1537 6.3066 0.12
H 4.0319 -2.6496 5.8657 0.08
H 2.9222 -1.3459 6.4281 0.06
H 4.0818 -1.9924 7.5503 0.08
H 3.8322 -0.5459 2.3886 0.08
H 4.3177 1.1607 2.2757 0.06
H 2.6296 0.7093 2.5155 0.05
O -3.8750 -4.7978 -5.8398 0.08
C -3.5829 -5.3082 -4.7490 -0.53
O -2.3613 -5.3660 -4.2157 -0.01
C -1.2712 -4.7933 -4.9067 -0.22
C -1.0921 -3.3232 -4.6105 -0.06
C -4.5766 -6.0019 -3.9284 0.02
H -1.3320 -5.0237 -5.9703 0.13
H -0.3375 -5.2866 -4.6363 0.11
H -1.8564 -2.7630 -5.1492 0.08
H -0.1821 -2.9108 -5.0463 0.06
H -1.0096 -3.0548 -3.5572 0.07
H -4.4639 -7.0818 -3.8322 0.10
H -5.5967 -5.9538 -4.3093 0.09
H -4.6016 -5.5356 -2.9434 0.06
O 1.4107 0.2915 -1.4296 0.06
C 0.2553 0.4179 -1.0509 -0.50
O -0.1876 1.1575 -0.0453 -0.03
C 0.6633 1.8213 0.8639 -0.23
C -0.1654 2.5716 1.8456 -0.07
C -0.8509 -0.4045 -1.6815 0.06
H 1.2988 2.5225 0.3230 0.11
H 1.2278 1.0068 1.3178 0.10
H 0.4799 2.8717 2.6712 0.05
H -0.9290 1.9376 2.2962 0.08
H -0.5796 3.4320 1.3199 0.05
H -1.3367 -1.1001 -0.9972 0.07
H -0.2699 -0.8260 -2.5018 0.07
H -1.6781 0.1750 -2.0915 0.06
O -3.1224 4.4306 -6.5435 0.12
C -2.8470 3.3127 -6.8387 -0.54
O -3.1909 2.1783 -6.1593 -0.05
C -3.7535 2.2143 -4.8676 -0.22
C -3.2591 0.9260 -4.1789 -0.06
C -2.0678 2.9854 -8.1022 0.03
H -4.8412 2.2770 -4.9016 0.12
H -3.3776 3.1062 -4.3662 0.11
H -2.1745 1.0204 -4.2307 0.00
H -3.6792 -0.0129 -4.5397 0.09
H -3.4042 0.9967 -3.1009 0.06
H -1.1914 2.4337 -7.7619 0.05
H -1.8288 3.8573 -8.7110 0.09
H -2.7505 2.2783 -8.5734 0.09
O -2.0756 0.0225 4.2644 0.10
C -1.5753 -0.7746 4.9724 -0.53
O -0.3677 -1.4020 4.7702 0.00
C 0.4226 -0.9751 3.6445 -0.22
C 1.4100 -2.0471 3.2627 -0.06
C -2.1312 -1.0857 6.3399 0.02
H 0.9980 -0.0992 3.9441 0.10
H -0.1436 -0.8715 2.7189 0.11
H 2.0298 -2.2853 4.1271 0.07
H 1.9588 -1.8894 2.3342 0.07
H 0.8868 -2.9864 3.0837 0.08
H -3.1842 -1.3656 6.3092 0.09
H -2.0128 -0.2019 6.9668 0.08
H -1.4684 -1.7737 6.8648 0.08
O 1.0253 0.3541 7.8264 0.07
C 1.4361 1.4906 8.0963 -0.52
O 1.3727 2.6123 7.3844 -0.01
C 0.7121 2.6567 6.1252 -0.19
C 1.2670 3.9562 5.4535 -0.06
C 2.2679 1.7192 9.3254 0.01
H -0.3589 2.5297 6.2833 0.12
H 0.8858 1.7853 5.4939 0.09
H 1.7224 4.6915 6.1169 0.08
H 0.3837 4.4793 5.0870 0.05
H 1.8771 3.7882 4.5660 0.02
H 3.1987 1.1645 9.2067 0.09
H 1.7189 1.4360 10.2234 0.09
H 2.5176 2.7656 9.5011 0.08
O -1.2612 -3.6892 -0.1441 0.08
C -1.9441 -4.4577 -0.7918 -0.49
O -1.5605 -5.7093 -1.1673 0.00
C -0.2266 -6.1399 -1.0342 -0.26
C -0.2426 -7.6289 -1.1872 -0.06
C -3.3341 -4.0469 -1.1391 0.03
H 0.1884 -5.9519 -0.0440 0.12
H 0.4699 -5.6324 -1.7015 0.11
H 0.7806 -7.9956 -1.2686 0.07
H -0.6404 -7.7357 -2.1964 0.08
H -0.9580 -8.0858 -0.5035 0.09
H -4.0460 -4.8711 -1.0951 0.08
H -3.3015 -3.6369 -2.1485 0.09
H -3.6352 -3.2350 -0.4772 0.07
O -2.5493 5.8177 0.6705 0.00
C -3.4733 5.0753 1.0098 -0.52
O -3.6353 4.6712 2.2542 -0.01
C -2.8135 5.1258 3.2756 -0.21
C -3.1969 4.3190 4.6070 -0.03
C -4.5874 4.5953 0.0443 0.03
H -2.9771 6.2025 3.3205 0.13
H -1.7446 5.0175 3.0916 0.10
H -4.2674 4.3941 4.7983 0.07
H -2.6185 4.6706 5.4614 0.07
H -2.9683 3.2700 4.4189 0.06
H -4.1795 4.4166 -0.9506 0.05
H -5.2037 5.4943 0.0515 0.09
H -5.1420 3.7501 0.4519 0.07
Br -1.2163 4.2040 -1.7026 0.78
C -0.3238 3.9136 -3.4371 -0.59
C 1.2386 3.8069 -3.1185 -0.61
Br 2.3040 3.4223 -4.8028 0.59
H -0.5740 4.7777 -4.0527 0.06
H -0.7977 3.0208 -3.8449 0.02
H 1.3241 2.9660 -2.4303 0.01
H 1.5807 4.7527 -2.6983 0.03
Br 0.1835 0.3829 -5.7949 0.65
C 1.7787 -0.2712 -4.7526 -0.65
C 2.8956 -0.5521 -5.6942 -0.69
Br 4.5342 -0.9059 -4.7420 0.71
H 1.5026 -1.1579 -4.1820 0.04
H 2.0372 0.5383 -4.0698 -0.01
H 3.1360 0.3533 -6.2515 0.04
H 2.7243 -1.4325 -6.3136 0.06
Br 6.1551 0.7191 0.0058 0.64
C 4.5902 0.4989 -1.1370 -0.72
C 4.4563 1.5973 -2.1389 -0.71
Br 4.1330 3.2677 -1.2108 0.66
H 3.7252 0.3066 -0.5023 0.04
H 4.6990 -0.3878 -1.7616 0.02
H 3.5876 1.4153 -2.7716 0.00
H 5.3559 1.7293 -2.7400 0.06
Br 1.6675 5.5796 2.2602 0.67
C 1.8883 6.3012 0.4400 -0.64
C 0.4954 6.7242 -0.0373 -0.68
Br 0.0167 8.3618 1.0026 0.58
H 2.2926 5.5183 -0.2016 0.01
H 2.5109 7.1950 0.4797 0.05
H -0.2960 5.9975 0.1458 -0.05
H 0.4973 7.0001 -1.0918 0.05
```

HOMO level: -9.7 eV
Gap between HOMO and LUMO: 9.99 eV